Entry 1:
ORCA calculation (the ωB97M-V functional and the def2-TZVPD basis) on a structure of composition C43H37N5O3PtS3.

Positions of all 92 atoms, in Å:
Pt 0.073 0.534 -1.330
S -1.849 0.163 0.140
S 1.410 -0.213 0.520
S 1.697 1.445 -3.012
O -1.290 -1.589 -2.771
O 0.176 2.543 -0.697
O -2.070 2.863 -3.360
N -1.637 0.645 -3.060
N 0.992 0.605 3.044
N 0.461 3.411 -1.665
N -1.856 0.834 2.732
N -3.676 1.379 -3.997
C -0.637 4.879 1.669
C 1.824 -0.470 3.606
C -0.653 -3.501 5.396
C 0.273 5.673 -2.348
C -2.233 3.283 2.521
C 4.547 -3.008 -5.143
C 0.710 -5.495 0.901
C 2.917 -5.004 -0.688
C -2.034 -0.591 -3.191
C -1.204 3.615 1.635
C -2.413 1.701 -3.452
C -1.264 0.805 4.051
C 0.182 1.320 4.011
C 0.321 0.288 1.828
C 3.875 -4.200 -4.906
C 1.028 -1.599 4.223
C 3.377 -1.996 -3.301
C 2.986 -5.954 0.321
C -3.288 -0.942 -3.778
C 1.882 -6.209 1.116
C 0.279 -2.465 3.426
C -0.563 -3.397 4.013
C -2.677 4.241 3.422
C -2.113 5.512 3.452
C 0.640 -4.543 -0.102
C -4.069 0.089 -4.148
C -4.564 2.460 -4.396
C -1.088 5.833 2.576
C 1.492 4.097 -3.663
C -0.007 4.661 -1.474
C -2.821 1.888 2.489
C 1.740 -4.290 -0.922
C 0.743 -2.307 -1.980
C 1.052 5.380 -3.470
C 1.188 3.061 -2.759
C 4.294 -1.906 -4.338
C -0.073 -1.297 -2.052
C 2.959 -4.288 -3.868
C -1.014 0.431 1.673
C 1.671 -3.238 -1.967
C 0.114 -2.668 6.196
C 0.947 -1.725 5.607
C 2.698 -3.186 -3.055
H 1.933 -6.947 1.908
H -5.051 -0.053 -4.581
H -0.122 6.661 -2.161
H -4.109 3.392 -4.078
H 3.795 -4.798 -1.283
H 3.914 -6.488 0.489
H 0.171 5.122 0.989
H 4.808 -0.970 -4.514
H -1.282 -0.214 4.445
H -3.626 1.807 3.227
H 2.430 -5.217 -3.691
H 4.060 -5.062 -5.536
H -0.638 6.818 2.600
H -3.589 -1.972 -3.876
H -2.470 6.246 4.165
H -1.317 -4.230 5.846
H 2.081 3.828 -4.528
H -5.535 2.343 -3.916
H 2.470 -0.838 2.808
H 0.641 1.229 4.998
H -0.613 4.763 -0.586
H 0.345 -2.387 2.347
H -4.692 2.474 -5.480
H 1.295 6.151 -4.189
H 2.473 -0.031 4.368
H 3.178 -1.139 -2.669
H 0.059 -2.745 7.275
H -0.848 2.874 0.926
H -1.165 -4.043 3.385
H -3.472 3.987 4.116
H 1.531 -1.057 6.233
H 5.262 -2.938 -5.954
H -1.860 1.434 4.717
H -0.269 -3.972 -0.256
H -3.256 1.714 1.504
H 0.166 2.381 3.747
H -0.152 -5.676 1.531

Forces on the atoms, in the same order (eV/Å):
0.0 0.1 -0.2
0.3 -0.1 -0.3
0.1 -0.1 0.3
-0.2 -0.2 0.2
0.1 -0.1 0.0
0.2 -0.2 -0.3
0.0 0.0 0.0
-0.1 0.0 -0.1
0.1 -0.1 0.1
0.1 0.0 -0.1
-0.3 -0.4 0.1
0.0 0.0 0.0
0.0 0.1 0.3
-0.1 0.1 -0.1
0.0 0.0 0.0
0.0 0.0 0.0
0.0 0.1 0.0
0.0 0.0 0.0
-0.1 0.0 0.0
-0.1 0.1 0.0
0.0 0.1 0.0
-0.2 -0.2 0.2
0.0 0.0 0.0
0.1 0.1 0.0
-0.1 0.0 -0.1
0.2 0.0 -0.1
0.0 0.0 0.0
0.1 0.1 0.1
0.0 0.0 0.0
0.0 0.0 0.0
0.0 -0.1 0.0
0.0 0.0 0.0
0.0 0.0 0.0
0.0 -0.1 -0.1
0.0 0.0 0.0
0.0 0.0 0.0
0.0 0.0 0.0
0.0 0.0 0.0
0.0 0.0 0.0
0.0 0.0 0.0
0.0 0.0 0.0
-0.1 0.0 -0.1
0.0 0.3 -0.1
0.1 0.0 0.1
0.1 0.0 0.1
0.0 0.0 0.0
0.0 0.0 0.0
0.0 0.0 0.0
-0.3 0.0 0.0
0.0 0.0 0.1
0.1 0.2 0.1
0.0 0.1 -0.2
0.0 0.0 0.0
0.0 0.0 0.0
0.0 0.0 0.0
0.0 0.0 0.0
0.0 0.0 0.0
0.0 0.0 0.0
0.0 0.0 0.0
0.0 0.0 -0.1
0.0 0.0 0.0
0.0 0.0 0.3
0.0 0.0 0.0
0.0 -0.1 0.0
0.1 0.0 0.0
0.0 0.0 0.0
0.0 0.0 0.0
0.0 0.0 0.0
0.0 0.0 0.0
0.0 0.0 0.0
0.0 0.0 0.0
0.0 0.0 0.0
0.0 0.0 0.0
-0.1 0.0 0.0
0.0 0.0 0.0
0.0 0.0 -0.4
0.0 0.0 0.0
0.0 0.0 0.0
0.0 0.0 0.0
0.0 0.0 0.0
0.0 0.0 0.0
0.0 0.0 0.0
-0.1 0.2 0.2
0.0 0.0 0.0
0.0 0.0 0.0
0.0 0.0 0.0
0.0 0.0 0.0
0.0 0.0 0.0
0.0 0.0 0.0
0.0 0.0 0.0
0.0 0.0 0.0
0.0 0.0 0.0

LUMO level (alpha / beta): 2.33 / 2.33 eV
multiplicity: 2
net charge: -1
energy above the lowest of the compared OMol25 structures with the same formula, charge and spin: 0.0 kcal per mole

---

Entry 2:
ORCA calculation (the ωB97M-V functional and the def2-TZVPD basis) on a structure of composition C43H38AsIN5O3SZr.

Positions of all 93 atoms, in Å:
I -3.306 -1.686 1.647
Zr 0.096 -1.015 -0.316
As 0.302 1.727 0.915
S 0.648 0.876 -2.268
O -1.840 -0.145 -0.764
O 2.299 -3.966 2.199
O 1.743 -1.923 -1.357
N 1.464 -1.975 1.358
N 2.794 0.138 0.146
N -2.079 -1.461 -2.620
N -0.785 -1.876 -2.289
N -0.462 -3.310 0.077
C 1.237 4.845 -2.469
C 0.893 4.357 -0.159
C 3.551 0.849 -0.690
C -6.578 0.723 -2.168
C 1.367 1.634 3.599
C -1.847 -5.234 -0.166
C -1.200 -1.168 1.729
C -0.988 -5.972 0.633
C 1.142 5.287 -1.148
C -2.704 3.730 3.202
C 4.755 -0.385 1.399
C -2.524 -0.597 -1.772
C 3.713 3.003 3.063
C -3.488 3.467 0.950
C -1.510 3.102 2.857
C 1.493 -3.291 1.537
C 3.482 2.506 4.339
C 3.236 -3.644 -1.948
C 0.757 3.000 -0.462
C -1.185 -3.292 -4.225
C 0.124 -5.348 1.167
C 4.918 1.004 -0.527
C -4.719 -0.558 -3.009
C -3.939 -0.148 -1.930
C 0.344 -4.012 0.880
C -4.488 0.696 -0.974
C -5.802 1.132 -1.092
C -6.032 -0.125 -3.126
C 5.532 0.373 0.543
C -2.301 2.841 0.608
C 0.928 -3.454 -2.912
C 0.831 2.541 -1.786
C -0.332 -2.815 -3.085
C 2.305 1.819 4.606
C -3.695 3.913 2.250
C 1.898 -2.974 -2.066
C -1.299 2.656 1.559
C -1.547 -3.911 -0.423
C 2.769 2.827 2.060
C 2.496 -1.262 2.087
C 1.081 3.510 -2.780
C 1.582 2.149 2.320
C 3.387 -0.476 1.172
H -1.193 -7.014 0.845
H 5.192 -0.915 2.236
H 3.094 -1.959 2.673
H -2.193 -3.313 -1.049
H 1.249 6.336 -0.904
H 4.221 2.643 5.119
H -2.855 4.074 4.218
H 2.964 3.205 1.065
H 3.033 1.294 -1.530
H 2.124 1.410 5.593
H 4.638 3.523 2.842
H 5.481 1.598 -1.234
H 3.334 -4.487 -2.631
H 0.833 -5.845 1.813
H 1.152 -4.302 -3.542
H -0.742 2.984 3.608
H 0.792 4.678 0.873
H -0.651 -4.038 -4.812
H 0.474 1.053 3.802
H 4.022 -2.912 -2.147
H 3.362 -3.990 -0.919
H 2.033 -0.560 2.787
H -2.154 2.481 -0.400
H -7.603 1.061 -2.262
H -4.276 -1.216 -3.745
H -6.632 -0.451 -3.967
H 1.426 5.559 -3.263
H -0.815 -1.914 2.419
H 6.600 0.460 0.700
H -3.883 0.980 -0.129
H -1.464 -2.449 -4.856
H -4.626 4.398 2.519
H -4.260 3.598 0.201
H 1.140 3.175 -3.809
H -2.118 -3.715 -3.847
H -1.244 -0.229 2.285
H -2.744 -5.665 -0.587
H -6.223 1.783 -0.334

Forces on the atoms, in the same order (eV/Å):
0.0 0.0 0.1
0.2 0.4 0.0
-0.2 0.0 -0.1
0.0 -0.1 -0.1
0.0 -0.2 -0.1
0.0 0.0 0.0
-0.1 -0.2 0.2
0.0 0.0 -0.1
0.1 -0.1 0.0
0.0 -0.1 -0.1
0.0 0.0 -0.1
-0.1 -0.1 0.0
0.0 0.0 0.0
0.0 -0.1 0.0
0.0 0.0 0.0
0.0 0.0 0.0
0.1 0.1 0.0
0.0 -0.1 0.0
0.1 0.1 0.0
0.0 0.0 0.0
0.0 0.0 0.0
0.0 0.0 -0.1
0.0 0.0 0.0
0.1 0.1 0.3
0.0 0.0 0.0
-0.1 0.1 0.0
0.0 0.1 0.0
0.0 0.1 0.0
0.0 0.0 0.0
0.1 0.0 0.0
0.0 0.1 -0.1
0.0 0.0 0.0
0.0 -0.1 0.0
0.0 0.0 0.0
0.0 0.0 0.0
0.2 0.2 0.0
0.0 0.1 0.0
-0.2 0.0 0.0
0.0 0.0 0.0
0.1 0.0 0.0
0.0 0.0 0.0
0.0 0.0 0.1
-0.1 0.1 0.0
0.0 0.0 0.1
0.0 0.0 0.1
0.0 0.0 0.0
0.1 0.0 0.0
0.0 0.0 -0.1
0.0 -0.1 0.0
0.1 0.0 0.0
0.0 0.0 0.0
-0.1 0.0 -0.1
0.0 0.0 0.0
0.0 -0.1 0.1
-0.1 0.0 0.0
0.0 0.0 0.0
0.0 0.0 0.0
0.0 0.0 0.0
0.0 0.0 0.0
0.0 0.0 0.0
0.0 0.0 0.0
0.0 0.0 0.0
0.0 0.0 0.0
0.0 0.0 0.0
0.0 0.0 0.0
0.0 0.0 0.0
0.0 0.0 0.0
0.0 0.0 0.0
0.0 0.0 0.0
0.0 0.0 0.0
0.0 0.0 0.0
0.0 0.0 0.0
0.0 0.0 0.0
0.0 0.0 0.0
0.0 0.0 0.0
0.0 0.0 0.0
0.0 0.0 0.0
0.0 0.0 -0.1
0.0 0.0 0.0
0.0 0.0 0.0
0.0 0.0 0.0
0.0 0.0 0.0
0.0 0.0 0.0
0.0 0.0 0.0
0.0 0.0 0.1
0.0 0.0 0.0
0.0 0.0 0.0
0.0 0.0 0.0
0.0 0.0 0.0
0.0 0.0 0.0
0.0 0.1 0.0
0.0 0.0 0.0
0.0 0.0 0.0

LUMO level: 2.51 eV
net charge: -1
energy above the lowest of the compared OMol25 structures with the same formula, charge and spin: 0.0 kcal per mole